The following is a quantum chemistry calculation of a molecular structure, H14NaO7, from the Open Molecules 2025 dataset.

Atoms and positions in Å:
Na  8.405  17.485  -11.094
O  9.233  19.656  -11.756
H  9.408  20.203  -10.989
H  9.680  20.103  -12.475
O  7.236  15.048  -10.294
H  6.338  14.982  -10.618
H  7.199  14.691  -9.407
O  9.205  16.784  -13.124
H  9.690  17.350  -13.724
H  9.458  15.895  -13.373
O  5.958  17.422  -12.307
H  5.449  17.345  -13.114
H  5.411  17.011  -11.638
O  8.437  17.421  -8.472
H  9.143  17.862  -8.000
H  8.232  16.655  -7.937
O  11.830  18.461  -12.629
H  11.105  18.133  -12.097
H  12.614  18.090  -12.222
O  10.676  16.887  -10.526
H  11.108  16.039  -10.632
H  11.291  17.407  -10.010

Calculated values
- Highest occupied orbital energy: -0.529 Ha
- Frontier orbital gap: 11.18 eV
- Calculated total energy: -18972.9997 eV
- E_LUMO: -3.21 eV
- ΔE to the lowest compared entry with this formula, charge and spin: 49.5 kJ/mol
- Charge: +1

Löwdin population analysis, charges in e, atoms 1 to 4: Na 0.45; O -0.02; H 0.07; H 0.07

=====

The following is a quantum chemistry calculation of 7 unconnected molecules or ions with the total composition H14O7, from the Open Molecules 2025 dataset.

Atoms and positions in Å:
O  2.277  1.091  -0.778
H  2.852  0.333  -0.584
H  2.633  1.818  -0.259
O  3.117  -1.304  0.584
H  2.784  -1.535  1.457
H  4.077  -1.311  0.667
O  -0.069  3.140  0.401
H  0.366  2.366  0.777
H  -1.001  2.999  0.583
O  -1.197  -3.036  -0.430
H  -0.681  -2.242  -0.659
H  -2.062  -2.892  -0.824
O  -2.136  -1.557  2.451
H  -1.666  -1.828  1.650
H  -2.759  -0.889  2.154
O  -1.692  1.543  -1.823
H  -2.278  1.563  -2.587
H  -2.203  1.951  -1.118
O  -0.145  -0.428  -0.390
H  -0.877  0.152  -0.645
H  0.658  0.066  -0.630

Calculated values
- Highest occupied orbital energy: -0.397 Ha
- Frontier orbital gap: 10.89 eV
- Calculated total energy: -14559.9203 eV
- E_LUMO: 0.08 eV
- ΔE to the lowest compared entry with this formula, charge and spin: 148.7 kJ/mol
- SMILES string: O.O.O.O.O.O.O

Löwdin population analysis, charges in e, atoms 1 to 4: O -0.06; H 0.02; H 0.05; O -0.04

=====

The following is a quantum chemistry calculation of 7 unconnected molecules or ions with the total composition H14O7 in a non-equilibrium geometry, from the Open Molecules 2025 dataset.

Atoms and positions in Å:
O  1.468  2.341  0.272
H  1.223  3.097  -0.422
H  2.321  1.713  0.244
O  0.950  -1.872  2.065
H  0.485  -2.220  1.256
H  1.253  -2.576  2.586
O  1.949  -0.349  -2.042
H  2.772  -0.652  -1.609
H  1.294  -0.183  -1.354
O  -2.129  1.998  1.211
H  -1.493  2.380  0.834
H  -1.890  1.661  2.073
O  -0.118  0.033  -0.260
H  0.307  0.749  0.154
H  -0.484  -0.577  0.329
O  -1.212  -2.531  0.523
H  -1.064  -2.830  -0.435
H  -1.327  -3.295  1.125
O  -1.415  1.333  -2.233
H  -2.109  0.891  -2.737
H  -0.791  0.897  -1.572

Calculated values
- Highest occupied orbital energy: -0.375 Ha
- Frontier orbital gap: 10.25 eV
- Calculated total energy: -14558.0075 eV
- E_LUMO: 0.05 eV
- ΔE to the lowest compared entry with this formula, charge and spin: 333.3 kJ/mol
- SMILES string: O.O.O.O.O.O.O

Löwdin population analysis, charges in e, atoms 1 to 4: O -0.16; H 0.14; H 0.13; O -0.06